Computed, not measured: a molecular structure, C20H19F3N2O3PtSSe2Te, with ωB97M-V/def2-TZVPD.

Structure (XYZ):
```
52
Properties=species:S:1:pos:R:3:forces:R:3:nbo_charge:R:1
Pt 0.69922 -0.25743 -1.15641 0.5 0.1 -0.3 0.525
Se -0.48647 0.66360 -3.23735 -0.1 0.1 -0.1 0.252
Se -2.05796 -0.99918 -2.85839 0.0 0.0 0.1 0.293
C -1.08989 -2.34727 -1.86366 0.2 0.0 -0.1 0.080
C -1.82637 -3.49931 -1.65535 0.0 0.0 0.0 -0.272
C -1.24569 -4.55595 -0.98317 0.0 -0.1 0.0 -0.109
C 0.06403 -4.43700 -0.55671 0.0 0.0 0.0 -0.250
C 0.73005 -3.25361 -0.77917 0.1 0.1 -0.1 0.102
N 0.17891 -2.21038 -1.42784 -0.4 -0.2 0.4 -0.503
C -0.57943 1.99304 -1.80530 0.1 -0.1 0.0 0.053
C -1.45696 3.03863 -1.69911 0.0 0.0 0.0 -0.240
C -1.32648 3.86316 -0.58209 0.0 0.0 0.0 -0.128
C -0.34323 3.60130 0.35134 0.0 0.0 -0.1 -0.223
C 0.49851 2.51212 0.17048 0.1 0.0 0.1 0.113
N 0.38806 1.74055 -0.90617 -0.2 -0.2 0.1 -0.469
H -2.84892 -3.55486 -2.00497 0.0 0.0 0.0 0.234
H -1.81473 -5.45582 -0.79198 0.0 0.0 0.0 0.229
H 0.56106 -5.22914 -0.01665 0.0 0.0 0.0 0.236
H 1.72846 -3.08851 -0.40719 0.0 0.0 0.0 0.240
H -2.22095 3.19666 -2.44597 0.0 0.0 0.0 0.242
H -2.00747 4.69184 -0.44138 0.0 0.0 0.0 0.232
H -0.24355 4.20008 1.24464 0.0 0.0 0.0 0.241
H 1.24002 2.20796 0.89618 0.0 0.0 0.0 0.256
C 7.48406 0.69759 -3.69741 0.0 0.0 0.0 -0.627
C 6.34078 0.41510 -2.76179 0.0 0.0 0.0 0.003
C 5.76391 -0.84118 -2.68535 0.0 0.0 0.0 -0.228
C 4.71747 -1.12220 -1.80828 0.0 0.0 0.0 -0.018
C 4.12807 -2.50584 -1.83742 0.0 0.0 0.0 -0.637
C 4.22629 -0.10898 -0.97611 0.0 0.0 0.0 -0.302
Te 2.70223 -0.51434 0.46766 -0.1 0.0 0.0 0.116
C 4.78881 1.17683 -1.05354 0.0 0.0 0.0 0.087
C 4.29802 2.32573 -0.21307 0.0 0.0 0.0 -0.651
C 5.83328 1.41269 -1.93917 0.0 0.0 0.0 -0.263
H 7.68148 -0.15380 -4.34788 0.0 0.0 0.0 0.213
H 8.39854 0.91413 -3.14165 0.0 0.0 0.0 0.220
H 7.27292 1.56379 -4.32658 0.0 0.0 0.0 0.217
H 6.13589 -1.63472 -3.32516 0.0 0.0 0.0 0.200
H 4.76887 -3.18562 -2.39843 0.0 0.0 0.0 0.213
H 3.15152 -2.48908 -2.33046 0.0 0.0 0.1 0.217
H 3.98782 -2.90672 -0.83283 0.0 0.0 0.0 0.224
H 3.22461 2.46834 -0.34353 0.0 0.0 0.0 0.210
H 4.80378 3.24859 -0.49620 0.0 0.0 0.0 0.209
H 4.47110 2.15032 0.85002 0.0 0.0 0.0 0.227
H 6.26134 2.40902 -1.98832 0.0 0.0 0.0 0.201
F -3.71582 -1.50124 1.99297 0.0 0.0 0.0 -0.326
C -2.92153 -0.51429 2.42798 0.0 0.0 0.0 0.690
F -3.60467 0.63340 2.32582 0.0 0.0 0.0 -0.326
F -2.66865 -0.72925 3.72097 0.0 0.0 0.0 -0.318
S -1.36640 -0.44233 1.44853 0.1 -0.1 -0.1 2.345
O -1.85036 -0.07735 0.11917 -0.1 0.1 0.0 -1.047
O -0.59311 0.59057 2.10155 0.0 0.0 0.0 -0.991
O -0.83977 -1.78682 1.53327 0.0 0.0 0.0 -0.992
```
Positions in Å, forces in eV/Å.

- Kohn-Sham gap (hartree) = 0.22537
- relative energy (zero: lowest compared OMol25 entry of this formula, charge and spin) (kJ/mol) = 0.0